Record 1
250
Properties=species:S:1:pos:R:3:forces:R:3 method="wB97M-V/def2-TZVPD" gap_ev=8.605 e_homo_ev=-8.0 spin_multiplicity=1 total_charge=0 max_force_ha_per_bohr=0.062 total_energy_ha=-3921.1770
C -2.6209 -3.9778 -5.4721 -0.48 0.04 0.81
C -2.8203 -5.0482 -4.3928 0.99 0.24 0.86
O -2.3921 -4.8751 -3.2507 -0.86 -0.30 -1.62
C -3.4688 -6.3507 -4.8276 -0.17 -0.21 0.34
H -1.8343 -4.2677 -6.1688 -0.07 -0.08 -0.05
H -2.3708 -3.0318 -4.9917 0.25 -0.12 -0.02
H -3.5553 -3.7978 -6.0035 0.05 -0.21 -0.25
H -4.3551 -6.1951 -5.4427 0.07 0.16 -0.07
H -3.7456 -6.9828 -3.9839 0.03 0.30 0.19
H -2.7751 -6.9599 -5.4070 0.21 0.24 -0.22
C -3.4330 5.4397 -2.4452 -0.06 0.55 0.15
C -4.3643 4.2723 -2.2646 1.22 -1.95 1.59
O -4.0804 3.3594 -1.4675 -0.69 1.63 -1.58
C -5.6519 4.2946 -3.0387 0.06 0.23 0.97
H -3.9782 6.3491 -2.1926 -0.17 0.13 0.01
H -3.1220 5.5837 -3.4799 0.00 -0.21 -0.10
H -2.5627 5.4252 -1.7891 -0.10 -0.43 -0.08
H -6.0718 5.2678 -2.7842 -0.24 0.20 -0.56
H -6.3399 3.5601 -2.6201 0.15 -0.21 -0.39
H -5.4651 4.1939 -4.1078 -0.25 0.06 0.07
C 1.1529 4.5879 6.4231 0.88 0.23 0.51
C 1.9902 3.4088 6.0297 -0.62 -1.99 0.71
O 2.1252 2.4613 6.8166 0.30 1.68 -1.76
C 2.5066 3.4353 4.5940 0.39 -0.09 0.66
H 1.1372 4.5953 7.5130 -0.47 0.09 -0.08
H 0.1601 4.5449 5.9752 0.02 0.01 0.04
H 1.6860 5.4760 6.0838 -0.33 0.26 -0.06
H 1.7546 3.0597 3.9000 -0.17 -0.11 0.08
H 3.4073 2.8273 4.5091 -0.05 -0.03 -0.09
H 2.7122 4.4681 4.3127 0.11 -0.05 -0.09
C 2.8222 1.7083 -3.6085 1.07 -0.42 -0.51
C 4.2399 1.5415 -2.9658 -0.63 -0.65 -0.75
O 5.1381 1.0686 -3.6200 -0.04 -0.03 -0.14
C 4.4453 1.9732 -1.5677 -0.89 0.34 0.90
H 2.4643 2.7378 -3.6124 0.00 -0.01 0.13
H 2.0305 1.0406 -3.2687 0.20 0.11 0.74
H 2.9765 1.3604 -4.6299 0.01 0.38 -0.21
H 5.3317 1.6219 -1.0394 0.18 0.10 -0.56
H 3.5814 1.6460 -0.9892 -0.14 0.01 0.15
H 4.3586 3.0597 -1.5759 0.28 0.24 0.21
C -5.3776 0.3479 -3.0716 -0.50 0.26 -0.86
C -4.0530 -0.0217 -2.4743 0.29 -1.43 1.98
C -3.5507 -1.1408 -3.3623 0.23 0.85 -1.17
O -3.8120 -0.5223 -4.6273 0.26 -1.28 -0.91
C -5.0461 0.1731 -4.5678 0.50 0.71 0.28
H -5.6523 1.3820 -2.8638 0.03 -0.07 0.11
H -6.2298 -0.2739 -2.7973 0.22 -0.23 0.26
H -4.1016 -0.4139 -1.4584 -0.13 0.40 0.29
H -3.3951 0.8471 -2.4919 0.25 -0.17 -0.05
H -4.0157 -2.1256 -3.3174 -0.82 0.07 0.46
H -2.4963 -1.4158 -3.3353 0.30 0.64 0.21
H -5.8303 -0.3223 -5.1404 0.01 0.00 -0.09
H -4.7735 1.1438 -4.9817 -0.62 0.13 -0.37
C -5.9852 0.7270 2.3149 0.33 -0.28 0.13
C -5.5894 1.1667 0.8953 0.99 -0.91 0.62
C -6.9079 1.1041 0.1773 0.88 1.65 0.50
O -7.8253 1.5486 1.2058 -1.58 -0.77 -1.60
C -7.2661 1.5223 2.4885 1.54 0.51 0.08
H -5.1971 0.9524 3.0334 -0.15 0.10 0.17
H -6.2167 -0.3340 2.4086 0.17 -0.19 -0.31
H -4.7995 0.5749 0.4327 -0.12 -0.33 0.07
H -5.1542 2.1642 0.9567 -0.38 0.29 -0.14
H -7.0607 0.1410 -0.3097 -0.66 -0.27 0.56
H -6.8704 1.8544 -0.6126 -0.51 0.07 -0.13
H -7.9479 1.1819 3.2678 -0.17 -0.21 -0.31
H -6.9454 2.5388 2.7165 -0.25 0.37 0.39
C -2.5417 -4.3746 0.4034 0.19 -0.09 0.32
C -2.2276 -3.7042 1.7626 0.57 -0.04 0.41
C -2.1825 -2.1724 1.5290 -0.35 -1.09 -1.62
O -2.9643 -2.0744 0.3171 -0.52 0.73 -0.23
C -2.6796 -3.2068 -0.5231 -0.02 0.57 0.14
H -3.4607 -4.9591 0.3602 0.11 -0.12 0.51
H -1.7067 -4.9926 0.0734 -0.14 -0.22 0.08
H -1.2630 -4.0706 2.1138 -0.08 -0.05 0.37
H -3.0013 -3.9240 2.4982 0.15 -0.05 0.06
H -1.2286 -1.7109 1.2737 0.57 -0.51 0.25
H -2.5735 -1.5910 2.3640 -0.58 -0.01 -0.28
H -1.7470 -3.1195 -1.0804 0.16 0.61 -0.14
H -3.4873 -3.3497 -1.2410 -0.02 0.37 0.08
C -2.8216 3.2418 3.0695 -0.57 -0.06 -1.54
C -1.3608 3.4178 3.4002 -0.01 0.24 0.79
C -0.9665 4.6883 2.6444 0.68 -0.41 -0.63
O -2.1140 5.1657 1.9479 -0.11 0.43 0.51
C -2.9832 4.0521 1.7596 0.07 0.15 0.52
H -3.4426 3.7066 3.8353 -0.18 -0.29 -0.04
H -3.0820 2.2022 2.8707 -0.22 -0.04 0.39
H -0.7757 2.5275 3.1697 0.14 0.22 -0.19
H -1.3081 3.6232 4.4694 0.35 -0.26 0.13
H -0.1984 4.4893 1.8971 0.23 -0.28 -0.06
H -0.5333 5.4172 3.3293 -0.45 0.48 -0.10
H -2.6983 3.5421 0.8393 0.09 -0.46 0.13
H -4.0033 4.4061 1.6108 0.02 0.21 0.07
C 0.9354 0.2928 -0.5302 1.34 -1.71 -0.10
C -0.3304 0.6667 -1.2152 -1.16 -1.00 -0.26
C -0.8768 1.7652 -0.3567 0.06 0.22 0.62
O 0.0819 1.9330 0.6901 -0.76 2.74 0.55
C 0.8356 0.7858 0.8871 -0.06 0.45 -0.87
H 1.6986 0.7752 -1.1409 0.67 -0.27 0.69
H 1.0569 -0.7875 -0.4518 0.47 -0.13 -0.64
H -1.0058 -0.1878 -1.1747 -0.23 0.00 -0.45
H -0.1532 0.9834 -2.2430 -0.21 -0.14 -0.06
H -1.8147 1.4988 0.1306 -0.35 0.08 -0.33
H -0.9777 2.6668 -0.9610 -0.11 0.39 0.54
H 0.2949 0.1063 1.5460 0.18 -0.40 0.07
H 1.7901 1.0828 1.3216 -0.02 -0.20 0.15
C 8.0968 2.5366 2.5725 -0.40 1.31 0.00
C 7.0791 2.9843 1.5509 -0.56 0.07 0.05
C 5.7467 2.5263 2.1509 0.97 0.11 0.18
O 6.0832 1.3368 2.8872 -0.12 0.08 -0.37
C 7.5128 1.2133 2.9467 0.21 -0.69 0.65
H 8.0164 3.2598 3.3841 0.26 -0.19 0.43
H 9.1137 2.5811 2.1826 -0.04 -0.43 0.11
H 7.2741 2.3749 0.6685 -0.17 0.58 -0.55
H 7.0547 4.0668 1.4258 0.25 -0.12 -0.64
H 5.0140 2.4087 1.3525 -0.21 -0.67 0.16
H 5.3420 3.2518 2.8565 -0.01 0.20 0.08
H 7.8485 0.4272 2.2703 -0.04 -0.13 -0.18
H 7.8074 0.9277 3.9566 -0.23 -0.17 0.07
C 2.3201 -2.2988 -6.0424 -0.02 1.16 0.23
C 1.6808 -2.9134 -4.7828 1.00 -0.64 -0.57
N 2.6899 -3.5887 -3.9663 0.00 -1.58 0.47
C 2.1071 -4.6934 -3.1902 -0.96 -0.17 0.06
C 0.9234 -4.3435 -2.2448 0.57 0.57 -0.05
C 3.5170 -2.7145 -3.1279 -0.67 0.08 -0.75
C 4.5559 -3.4059 -2.2574 -0.21 0.39 -0.33
H 2.9893 -1.4813 -5.7739 0.12 0.13 0.30
H 1.5868 -1.7980 -6.6745 -0.20 -0.29 -0.05
H 2.9468 -2.9207 -6.6816 -0.35 -0.65 0.36
H 1.0978 -2.2061 -4.1930 0.08 0.51 -0.02
H 0.9539 -3.6641 -5.0929 0.02 -0.21 -0.05
H 1.6448 -5.4320 -3.8451 0.22 0.07 -0.65
H 2.8777 -5.2863 -2.6974 0.18 0.42 0.26
H 0.6888 -5.1773 -1.5830 -0.12 -0.09 -0.11
H 1.1052 -3.4694 -1.6195 0.34 0.08 0.26
H 0.0485 -4.0581 -2.8288 -0.14 -0.33 -0.02
H 2.8119 -2.1220 -2.5450 0.18 0.61 0.52
H 4.0549 -2.0679 -3.8213 -0.07 0.30 0.13
H 5.2581 -2.6388 -1.9308 0.13 -0.08 -0.04
H 5.0862 -4.1169 -2.8909 0.09 -0.22 0.29
H 4.1459 -3.8582 -1.3544 0.01 -0.26 -0.20
C -0.1322 -7.7280 2.2916 0.64 0.86 -0.10
C 0.6364 -8.4951 1.2219 0.37 -0.34 0.29
N 1.6388 -7.7444 0.4541 -0.20 0.35 -0.97
C 2.5705 -6.9995 1.2569 -0.78 2.27 0.17
C 3.4532 -6.0150 0.4432 -0.02 -0.83 -0.30
C 2.2989 -8.5473 -0.5710 -0.26 -0.91 0.34
C 3.4561 -9.4552 -0.0381 -0.70 0.26 -0.70
H -0.6213 -6.8401 1.8910 -0.09 0.05 -0.15
H 0.6049 -7.3748 3.0127 -0.21 0.07 0.29
H -0.8812 -8.3008 2.8384 0.15 -0.31 -0.28
H 1.1828 -9.2696 1.7602 -0.11 -0.67 0.17
H -0.0720 -8.9746 0.5465 0.19 0.03 -0.23
H 1.9265 -6.3019 1.7924 0.10 -0.13 0.60
H 3.1017 -7.5912 2.0024 0.44 -0.21 0.01
H 3.9557 -5.2282 1.0059 0.05 -0.43 0.55
H 4.2050 -6.5684 -0.1194 0.15 0.20 -0.16
H 2.8417 -5.4488 -0.2594 -0.26 -0.30 -0.16
H 2.6043 -7.9706 -1.4441 0.43 0.52 0.32
H 1.4995 -9.1409 -1.0145 0.06 -0.50 0.13
H 3.7293 -10.1678 -0.8163 0.06 -0.04 -0.02
H 3.1313 -10.0313 0.8284 0.05 0.07 0.05
H 4.3531 -8.8883 0.2111 -0.09 0.06 0.09
C 1.3067 8.2245 0.3488 -0.09 0.49 0.36
C 0.8600 6.8870 -0.1878 0.05 0.05 -0.44
N 1.8986 6.2060 -0.9695 0.89 0.30 0.31
C 1.4283 4.9683 -1.5530 -1.36 -0.38 0.81
C 0.4175 5.1810 -2.6779 0.68 0.46 -0.14
C 3.1824 6.0150 -0.2384 -1.24 -0.15 0.05
C 3.1076 5.0239 0.9427 0.67 0.17 -0.22
H 0.4811 8.8001 0.7673 -0.31 -0.21 -0.07
H 1.7290 8.8617 -0.4282 0.29 -0.16 0.00
H 1.9890 8.1111 1.1913 0.32 0.05 -0.18
H 0.4746 6.2872 0.6366 0.02 -0.39 0.24
H 0.0056 7.0436 -0.8463 0.03 0.03 -0.04
H 2.2612 4.2884 -1.7322 0.15 0.27 -0.76
H 0.8523 4.4012 -0.8219 -0.13 -0.31 0.68
H -0.0092 4.2468 -3.0431 0.30 -0.07 -0.26
H -0.4273 5.7782 -2.3349 0.08 -0.04 0.18
H 0.9049 5.7835 -3.4444 -0.16 -0.26 -0.47
H 3.5321 7.0020 0.0644 0.15 -0.15 0.04
H 3.8872 5.5969 -0.9572 0.09 0.16 -0.11
H 2.6442 5.3747 1.8648 -0.43 0.16 -0.25
H 4.1290 4.7836 1.2380 0.17 -0.10 -0.01
H 2.6523 4.0964 0.5956 -0.18 -0.06 0.26
C 4.4516 -1.0804 0.6768 -0.05 -0.78 -0.20
C 3.4790 -2.1912 1.1165 -0.81 1.52 -0.16
N 2.3884 -1.6265 1.9619 -0.68 -1.19 0.12
C 2.9401 -0.9491 3.1692 0.19 -0.05 -0.73
C 1.9486 -0.3659 4.1682 -0.40 -0.48 -0.26
C 1.3798 -2.6985 2.3017 1.38 0.13 0.89
C 1.8823 -3.8133 3.2980 -0.24 0.29 -0.60
H 5.0132 -1.5127 -0.1514 0.62 0.08 0.30
H 5.0745 -0.7283 1.4991 0.24 -0.07 -0.26
H 3.9723 -0.2201 0.2098 -0.51 -0.04 0.34
H 3.0487 -2.6002 0.2024 -0.51 0.08 -0.06
H 3.9937 -3.0566 1.5340 0.37 0.12 0.62
H 3.6290 -1.6722 3.6057 0.24 0.13 0.70
H 3.5299 -0.1006 2.8222 0.24 -0.14 -0.13
H 1.3131 -1.1562 4.5678 -0.15 0.14 0.21
H 2.4159 0.1616 4.9998 0.34 -0.26 -0.01
H 1.3129 0.3850 3.6990 -0.17 -0.10 -0.21
H 1.0227 -3.1737 1.3880 0.19 0.10 -0.22
H 0.5153 -2.2139 2.7556 -0.04 0.06 0.02
H 2.0476 -3.4386 4.3081 -0.12 0.10 -0.01
H 2.7988 -4.3206 2.9967 0.18 0.30 -0.25
H 1.1585 -4.6272 3.3413 -0.32 0.13 0.14
C -4.4594 0.5523 7.3492 0.09 -0.48 0.12
C -3.3137 -0.3649 7.8466 -1.42 1.02 -0.23
N -2.5856 -0.8696 6.7369 1.08 -0.37 -1.18
C -1.7489 -2.0158 7.1023 0.12 0.48 -0.62
C -1.2597 -2.8046 5.8543 0.20 0.57 1.32
C -1.8225 0.1428 5.9824 -0.34 0.39 -0.19
C -0.7035 0.8799 6.7150 -0.01 -0.20 0.04
H -5.0665 0.0293 6.6102 -0.06 -0.28 0.11
H -4.1136 1.4370 6.8147 0.18 0.16 0.40
H -5.1005 0.8270 8.1869 0.02 0.23 -0.06
H -2.7237 0.1913 8.5750 0.36 0.10 0.26
H -3.7520 -1.2135 8.3719 -0.06 -0.01 0.05
H -0.8920 -1.6666 7.6783 0.38 -0.09 0.22
H -2.3363 -2.6148 7.7983 -0.05 -0.31 -0.29
H -0.2750 -2.4649 5.5333 -0.05 0.29 -0.12
H -1.0803 -3.8249 6.1931 -0.44 -0.26 -0.55
H -1.9752 -2.6430 5.0480 -0.02 -0.61 0.00
H -2.4683 0.9076 5.5510 -0.62 0.03 0.47
H -1.4628 -0.2683 5.0392 0.43 -0.62 0.21
H -1.0236 1.3340 7.6528 -0.19 -0.06 0.05
H -0.3685 1.7088 6.0916 0.24 -0.15 -0.06
H 0.1337 0.2234 6.9523 0.15 0.16 -0.12
C -0.0089 -0.0341 -5.4333 0.37 1.43 0.65
C -1.1612 1.0249 -5.3323 -0.15 -1.75 -0.07
N -0.8522 2.4283 -5.3714 0.40 -0.30 1.14
C -2.0323 3.2217 -5.0366 -0.18 0.69 0.16
C -3.1478 3.2408 -6.0582 -0.29 0.06 -0.70
C -0.2592 2.7489 -6.6257 1.23 2.86 -0.73
C 0.1720 4.3033 -6.7129 -0.44 -0.70 0.19
H 0.5653 -0.0707 -4.5075 -0.35 -0.22 0.41
H 0.8034 0.2319 -6.1097 -0.42 0.10 -0.57
H -0.3504 -1.0385 -5.6836 -0.28 0.23 0.06
H -1.8470 0.7659 -6.1390 -0.29 -0.06 -0.37
H -1.7474 0.8372 -4.4327 0.17 -0.12 0.13
H -2.5051 2.9305 -4.0987 0.49 -0.73 0.25
H -1.7443 4.2486 -4.8115 0.36 0.13 -0.26
H -2.9157 3.8384 -6.9398 0.18 -0.06 -0.10
H -3.3942 2.2331 -6.3927 -0.09 0.02 -0.02
H -4.0544 3.6867 -5.6492 -0.01 -0.06 0.16
H -0.9287 2.4937 -7.4471 -0.27 0.18 -0.44
H 0.6492 2.1809 -6.8266 -0.06 -0.13 0.44
H 0.8826 4.5368 -7.5058 -0.25 -0.41 -0.35
H 0.6661 4.7140 -5.8324 0.09 -0.72 0.47
H -0.6753 4.9822 -6.8088 -0.26 -0.21 -0.38

Record 2
17
Properties=species:S:1:pos:R:3:forces:R:3 method="wB97M-V/def2-TZVPD" gap_ev=8.239 e_homo_ev=-4.5 spin_multiplicity=1 total_charge=-1 max_force_ha_per_bohr=0.104 total_energy_ha=-1002.1473 smiles="C=C[C@H](c1conn1)S(=O)(=O)[O-]" e_above_lowest_kj_mol=225.9
C 0.9576 1.0332 1.8908 -0.82 0.12 -2.06
C 0.7288 0.7256 0.5701 2.19 0.72 -1.20
C -1.2902 -0.2653 -2.4864 -0.26 0.97 2.54
C -0.1943 -0.0637 -1.7467 -2.29 0.97 1.38
C -0.3643 0.3240 -0.3609 -1.58 -1.41 4.93
N 2.0063 0.8270 -0.0102 -0.86 0.30 0.08
N 2.8404 1.2115 0.8229 1.55 -0.33 -0.16
O -1.9149 -2.0202 0.2666 -0.98 -1.19 -1.29
O 0.5130 -2.1057 0.7926 0.99 -1.15 -0.37
O -1.0606 -0.8217 2.1687 0.61 -0.68 -1.82
O 2.2560 1.3359 2.0562 -0.92 0.15 0.30
S -0.7452 -1.4352 0.8270 -0.85 3.85 2.25
H 0.2316 1.2118 2.6350 -0.09 -0.17 0.96
H -1.1918 -0.5884 -3.4488 -0.08 -0.82 -2.52
H -2.3064 -0.0907 -2.0301 1.28 -0.35 -0.65
H 0.8188 -0.1094 -1.9428 1.81 -0.66 -1.47
H -1.2847 0.8311 -0.0041 0.31 -0.31 -0.88